# 1
Molecular formula: C4HO2Pr
Method: DFT, the ωB97M-V functional and the def2-TZVPD basis

The geometry in XYZ format:
```
8
Properties=species:S:1:pos:R:3:mulliken_spin:R:1
O -3.156 -2.091 -1.346 0.00
C -2.327 -1.151 -0.984 0.00
C -1.778 -0.021 -1.021 0.00
H -2.864 -2.547 -2.147 0.00
C -0.326 0.454 -0.361 0.03
C -0.460 -0.681 0.408 -0.04
O 0.787 0.576 -1.094 -0.01
Pr 2.315 0.298 0.969 3.02
```

The calculation puts the HOMO energy (alpha / beta) at -11.08 / -11.11 eV. The spin multiplicity is 4. As for the energy: -819.894327 hartree. The calculation puts the frontier orbital gap (alpha / beta) at 5.72 / 5.70 eV. The charge is +1.

---

# 2
Molecular formula: C12H31B3O6
Method: DFT, the ωB97M-V functional and the def2-TZVPD basis

The geometry in XYZ format:
```
52
Properties=species:S:1:pos:R:3:mulliken_charge:R:1
C -0.766 1.741 -3.588 -0.84
C 0.459 0.826 -3.732 -0.04
C 1.766 1.444 -3.248 -0.76
O 2.190 0.813 -2.048 -0.21
C 3.168 1.575 -1.353 -0.48
B 3.994 0.613 -0.415 0.59
O 5.329 0.328 -0.656 -0.53
B 6.154 0.431 0.445 0.50
O 5.557 0.715 1.663 -0.47
B 4.310 0.149 1.850 0.58
O 3.469 0.096 0.761 -0.51
H -0.988 2.264 -4.520 0.37
H -0.609 2.500 -2.818 0.37
H -1.658 1.176 -3.314 -0.07
H 0.287 -0.109 -3.196 0.02
H 0.583 0.564 -4.785 0.34
H 2.550 1.343 -4.010 0.33
H 1.641 2.520 -3.058 0.44
H 3.849 2.069 -2.058 0.33
H 2.683 2.360 -0.753 0.30
H 7.321 0.248 0.366 -0.11
H 4.000 -0.326 2.891 -0.15
C 0.323 0.227 2.227 -0.44
C 0.471 0.759 3.641 -0.41
O -0.753 1.110 4.265 -0.45
C -1.700 0.065 4.401 -0.22
C -1.213 -1.115 5.224 -1.04
H -0.201 0.951 1.600 0.29
H 1.307 0.049 1.793 0.08
H -0.229 -0.714 2.200 0.15
H 1.046 1.686 3.631 0.29
H 1.029 0.044 4.257 0.31
H -2.044 -0.277 3.418 0.20
H -2.553 0.533 4.893 0.35
H -0.372 -1.625 4.752 0.27
H -2.019 -1.842 5.334 0.39
H -0.903 -0.789 6.217 0.29
C -2.077 -2.614 -0.414 -1.21
C -1.959 -1.927 -1.763 0.07
O -3.111 -2.053 -2.581 -0.45
C -4.308 -1.509 -2.054 -0.30
C -4.248 -0.016 -1.779 -0.90
H -2.307 -3.672 -0.545 0.32
H -1.132 -2.528 0.123 0.41
H -2.854 -2.170 0.210 0.26
H -1.159 -2.389 -2.342 0.37
H -1.694 -0.871 -1.636 -0.01
H -4.613 -2.047 -1.149 0.29
H -5.060 -1.715 -2.816 0.35
H -3.521 0.232 -1.005 0.21
H -5.224 0.333 -1.437 0.40
H -3.985 0.531 -2.686 0.18
```

The calculation puts the HOMO energy at -9.63 eV. The structure (SMILES) is CCCOCB1OBOBO1.CCOCC.CCOCC. As for the energy: -1002.014934 hartree. The calculation puts the frontier orbital gap at 10.17 eV.

---

- Among the records above, which one has the lowest energy?
  C12H31B3O6

---

- Which of these has the highest energy?
  C4HO2Pr

---

- Number 1 is which compound?
  C4HO2Pr

---

Repeat the first record exactly.
Molecular formula: C4HO2Pr
Method: DFT, the ωB97M-V functional and the def2-TZVPD basis

The geometry in XYZ format:
```
8
Properties=species:S:1:pos:R:3:mulliken_spin:R:1
O -3.156 -2.091 -1.346 0.00
C -2.327 -1.151 -0.984 0.00
C -1.778 -0.021 -1.021 0.00
H -2.864 -2.547 -2.147 0.00
C -0.326 0.454 -0.361 0.03
C -0.460 -0.681 0.408 -0.04
O 0.787 0.576 -1.094 -0.01
Pr 2.315 0.298 0.969 3.02
```

The calculation puts the HOMO energy (alpha / beta) at -11.08 / -11.11 eV. The spin multiplicity is 4. As for the energy: -819.894327 hartree. The calculation puts the frontier orbital gap (alpha / beta) at 5.72 / 5.70 eV. The charge is +1.